C20H28N4O4 | ωB97M-V with the def2-TZVPD basis set

Properties
SMILES: C[C@@H]1ON=C(C(=O)NCC[C@H]2CCCN(C(=O)c3ccc(N)c(O)c3)C2)[C@H]1C
relative energy (zero: lowest compared OMol25 entry of this formula, charge and spin): 171.7 kJ/mol
HOMO-LUMO gap: 8.7 eV

Positions of all 56 atoms, in Å:
C (3.9229, -5.8950, -4.3299)
C (3.0948, -6.2084, -3.1022)
O (1.6839, -6.1930, -3.4741)
N (1.1281, -5.0093, -3.0434)
C (1.9365, -4.4071, -2.2697)
C (1.5859, -3.0937, -1.6498)
O (2.3756, -2.5398, -0.9004)
N (0.3766, -2.5995, -1.9758)
C (-0.0955, -1.3406, -1.4278)
C (-0.6406, -1.4914, -0.0108)
C (-1.1491, -0.1842, 0.5854)
C (-1.8827, -0.4286, 1.9044)
C (-2.3376, 0.8784, 2.5462)
C (-1.1750, 1.8568, 2.6948)
N (-0.5041, 2.0521, 1.4123)
C (-0.8528, 3.0483, 0.5356)
O (-0.7814, 2.8982, -0.6753)
C (-1.2693, 4.3667, 1.1064)
C (-0.6479, 4.9458, 2.2041)
C (-1.0155, 6.2139, 2.6268)
C (-2.0261, 6.9200, 1.9841)
N (-2.3776, 8.2160, 2.3574)
C (-2.6338, 6.3327, 0.8677)
O (-3.6101, 7.0784, 0.2553)
C (-2.2535, 5.0825, 0.4301)
C (-0.0125, 0.8087, 0.8310)
C (3.2055, -5.1590, -1.9942)
C (3.2157, -5.7296, -0.5770)
H (4.9861, -5.9468, -4.0892)
H (3.7099, -6.6050, -5.1278)
H (3.6982, -4.8894, -4.6901)
H (3.2962, -7.2149, -2.7340)
H (-0.2034, -3.1499, -2.5878)
H (0.7386, -0.6399, -1.4448)
H (-0.8676, -0.9513, -2.0926)
H (-1.4545, -2.2231, -0.0241)
H (0.1490, -1.9043, 0.6248)
H (-1.8434, 0.2871, -0.1220)
H (-2.7368, -1.0909, 1.7417)
H (-1.2036, -0.9525, 2.5889)
H (-3.1073, 1.3465, 1.9236)
H (-2.7837, 0.6931, 3.5260)
H (-1.5273, 2.8100, 3.0758)
H (-0.4403, 1.4617, 3.4043)
H (0.1491, 4.4192, 2.7132)
H (-0.5059, 6.6773, 3.4631)
H (-2.3848, 8.3757, 3.3525)
H (-3.2301, 8.5382, 1.9252)
H (-3.9391, 6.6034, -0.5139)
H (-2.7063, 4.6465, -0.4537)
H (0.7039, 0.3691, 1.5345)
H (0.5121, 1.0558, -0.0870)
H (4.0734, -4.5146, -2.1412)
H (3.1824, -4.9247, 0.1556)
H (2.3535, -6.3811, -0.4223)
H (4.1211, -6.3146, -0.4100)

Force components x, y, z for each atom (eV/Å):
-0.003 0.004 -0.001
-0.006 0.001 0.010
0.006 -0.007 0.003
0.003 0.001 -0.002
0.004 0.006 -0.012
-0.022 -0.023 0.037
0.009 0.012 -0.010
0.016 0.009 -0.019
-0.003 -0.004 0.001
0.003 0.000 0.000
-0.005 0.006 0.000
-0.001 -0.003 0.000
0.001 0.002 -0.003
0.005 0.006 0.002
-0.017 -0.008 -0.006
0.013 0.002 0.003
-0.003 -0.001 -0.005
0.001 -0.004 0.003
-0.002 -0.002 -0.002
-0.050 -0.028 0.052
0.106 0.060 -0.083
-0.151 -0.057 0.039
-0.003 0.003 0.002
0.002 -0.006 0.000
-0.003 0.001 -0.001
0.008 0.000 -0.001
-0.001 0.004 -0.010
-0.003 -0.003 -0.002
0.000 0.000 0.000
0.000 0.000 0.000
0.001 -0.001 -0.002
-0.001 0.001 -0.002
-0.003 -0.001 0.005
-0.002 0.001 0.000
0.002 0.004 0.000
0.000 0.000 0.002
-0.002 -0.001 0.000
-0.001 -0.002 0.003
0.001 0.001 0.000
-0.002 0.000 0.000
0.000 -0.001 0.001
-0.001 -0.001 0.000
0.001 -0.002 0.004
-0.002 0.001 -0.001
0.001 0.003 0.001
0.000 0.000 0.000
0.099 0.028 0.000
-0.001 0.002 -0.007
0.001 0.000 -0.001
-0.001 0.001 0.000
0.000 0.002 -0.003
0.003 -0.001 0.003
0.001 -0.002 0.001
0.000 -0.001 0.000
0.001 0.000 0.002
0.000 0.001 0.000

C20H28N4O4 | ωB97M-V with the def2-TZVPD basis set

Properties
SMILES: CC(C)C(=O)N(C)CC(=O)N1C[C@H](CNC(=O)c2cnoc2C2CC2)[C@H]2C[C@H]21
relative energy (zero: lowest compared OMol25 entry of this formula, charge and spin): 359.6 kJ/mol
HOMO-LUMO gap: 9.5 eV

Positions of all 56 atoms, in Å:
C (-2.3723, 6.1925, 1.8868)
C (-1.2607, 5.1601, 1.9810)
C (-0.7344, 5.0506, 3.4114)
C (-0.1248, 5.5458, 1.0434)
O (0.1229, 6.7199, 0.8253)
N (0.6157, 4.5420, 0.4868)
C (1.6149, 4.8591, -0.5084)
C (0.3816, 3.1456, 0.7142)
C (-0.6228, 2.5530, -0.2778)
O (-1.2618, 3.2556, -1.0397)
N (-0.7576, 1.2087, -0.2269)
C (-1.6336, 0.4706, -1.1290)
C (-0.9343, -0.8882, -1.2929)
C (-1.9331, -2.0240, -1.4585)
N (-1.2954, -3.2886, -1.7625)
C (-0.9988, -4.2179, -0.8163)
O (-1.2182, -4.0428, 0.3693)
C (-0.3415, -5.4479, -1.3386)
C (-0.8797, -6.4891, -2.1406)
N (-0.0143, -7.4308, -2.3660)
O (1.1362, -7.0357, -1.6999)
C (0.9270, -5.8635, -1.0919)
C (2.0267, -5.2844, -0.3294)
C (3.0585, -6.1761, 0.3033)
C (3.4309, -5.3364, -0.8729)
C (-0.0659, -1.0234, -0.0412)
C (1.2294, -0.2606, -0.0134)
C (-0.0047, 0.3175, 0.6245)
H (-2.7422, 6.2782, 0.8653)
H (-3.2048, 5.9044, 2.5312)
H (-2.0167, 7.1754, 2.1933)
H (-1.6813, 4.1994, 1.6730)
H (0.0616, 4.3083, 3.5099)
H (-0.3294, 6.0103, 3.7364)
H (-1.5388, 4.7736, 4.0942)
H (1.6902, 5.9357, -0.6104)
H (2.5900, 4.4611, -0.2126)
H (1.3328, 4.4318, -1.4747)
H (1.3314, 2.6099, 0.6220)
H (0.0345, 2.9619, 1.7297)
H (-2.6118, 0.3366, -0.6512)
H (-1.7668, 1.0076, -2.0632)
H (-0.2910, -0.8626, -2.1791)
H (-2.5142, -2.1464, -0.5437)
H (-2.6376, -1.7866, -2.2591)
H (-1.0359, -3.4837, -2.7146)
H (-1.8796, -6.5674, -2.5393)
H (1.7405, -4.3993, 0.2217)
H (3.4215, -5.8985, 1.2819)
H (2.9596, -7.2418, 0.1584)
H (3.5851, -5.8308, -1.8212)
H (4.0590, -4.4704, -0.7219)
H (-0.1546, -1.9292, 0.5398)
H (2.0213, -0.6286, 0.6266)
H (1.5862, 0.1996, -0.9259)
H (-0.0989, 0.4397, 1.6935)

Force components x, y, z for each atom (eV/Å):
-0.118 0.124 -0.008
-0.100 -0.153 -0.045
0.089 -0.029 0.094
-0.056 0.157 -0.043
0.026 -0.052 -0.012
0.099 0.014 0.206
0.140 -0.016 -0.185
0.035 -0.044 -0.057
-0.074 0.118 -0.049
0.004 -0.037 0.015
-0.026 -0.020 0.169
0.027 -0.169 0.157
0.041 0.080 -0.056
-0.106 0.076 0.045
-0.092 -0.190 -0.099
0.123 0.173 0.043
0.032 -0.046 0.027
-0.107 0.008 0.060
-0.024 0.135 -0.064
-0.066 -0.055 0.013
0.050 -0.038 -0.082
-0.063 -0.153 -0.013
-0.077 0.228 0.131
0.140 -0.141 0.118
0.226 -0.002 -0.093
0.032 0.001 -0.107
0.236 -0.112 0.180
-0.019 0.036 -0.366
0.004 -0.015 -0.001
0.010 -0.009 0.008
0.032 -0.018 0.000
0.050 0.009 0.005
-0.011 0.006 -0.010
-0.006 0.013 -0.025
-0.009 0.005 -0.009
-0.043 0.031 0.044
-0.027 -0.004 -0.006
0.007 -0.005 0.014
-0.028 0.009 -0.002
-0.035 -0.022 0.023
-0.040 0.011 -0.122
-0.019 0.107 0.011
-0.031 0.005 -0.001
0.043 -0.052 0.031
0.038 -0.007 -0.022
0.033 -0.021 0.021
0.030 -0.066 -0.053
-0.012 0.015 -0.002
-0.007 0.097 -0.002
-0.060 -0.006 -0.101
-0.092 -0.069 -0.005
-0.037 0.037 0.078
-0.010 0.018 0.075
-0.076 -0.015 0.078
-0.119 0.058 -0.061
0.043 -0.006 0.058

C20H28NNdO3 | ωB97M-V with the def2-TZVPD basis set

Properties
relative energy (zero: lowest compared OMol25 entry of this formula, charge and spin): 115.0 kJ/mol
2S+1: 4
⟨S²⟩: 3.75
HOMO-LUMO gap (alpha / beta): 7.0 / 7.1 eV

Positions of all 53 atoms, in Å:
O (0.2892, -0.8525, -1.5954)
C (0.4640, 0.3907, -2.4863)
C (0.5558, -0.4064, -3.7694)
H (1.3513, 0.9691, -2.1785)
H (-0.4577, 0.9687, -2.3811)
C (0.4003, -1.6551, -2.8872)
H (1.5138, -0.3819, -4.2928)
H (-0.3206, -0.2626, -4.4172)
C (1.6140, -2.5750, -2.8583)
H (2.5322, -1.9963, -2.6683)
H (1.6965, -3.0466, -3.8534)
H (1.5038, -3.3794, -2.1093)
C (-0.9073, -2.3756, -3.1742)
H (-1.7737, -1.6965, -3.1129)
H (-1.0713, -3.2449, -2.5197)
H (-0.8499, -2.7535, -4.2043)
Nd (-0.1508, -1.2526, 0.4983)
C (-2.1782, -1.2860, 3.1044)
C (-2.0347, 0.1186, 3.1636)
C (-2.4018, 0.6663, 1.9046)
H (-1.7658, 0.6967, 4.0458)
C (-2.7469, -0.4195, 1.0295)
C (-2.6146, -1.6431, 1.7887)
H (-2.8341, -2.6520, 1.4342)
H (-2.0548, -1.9692, 3.9452)
H (-2.5440, 1.7223, 1.7047)
H (-3.1297, -0.3295, 0.0041)
C (0.7376, -2.3217, 2.9503)
C (0.1303, -3.3424, 2.1699)
C (0.9540, -3.5732, 1.0218)
H (-0.7428, -3.9308, 2.4595)
C (2.0698, -2.6783, 1.1043)
C (1.9336, -1.9281, 2.3079)
H (2.6957, -1.2714, 2.7392)
H (0.3816, -1.9489, 3.9133)
H (0.8158, -4.3504, 0.2770)
H (2.9406, -2.6799, 0.4515)
O (1.0215, 3.4418, -1.1698)
C (-0.1294, 2.9012, -0.5023)
C (-0.7476, 3.9145, 0.4666)
H (0.2643, 2.0190, 0.0415)
H (-0.8434, 2.4818, -1.2357)
C (0.3416, 5.0049, 0.5695)
H (-0.9669, 3.4528, 1.4386)
H (-1.7030, 4.2618, 0.0482)
C (1.3252, 4.7710, -0.6005)
H (0.8921, 4.7964, 1.4821)
H (-0.0060, 6.0392, 0.6135)
H (2.3618, 4.8586, -0.2334)
H (1.2265, 5.5284, -1.3980)
O (0.9820, 1.5286, 3.4291)
C (0.9912, 1.0609, 2.3347)
N (0.9890, 0.6103, 1.2065)

Force components x, y, z for each atom (eV/Å):
0.878 0.806 -4.273
-0.027 0.418 0.919
-0.210 -0.453 0.565
-0.533 -0.307 0.053
0.435 -0.023 -0.040
-0.266 -0.736 -0.216
-0.293 0.229 -0.021
0.595 0.026 -0.016
-0.159 0.031 -0.014
-0.323 -0.274 0.021
0.016 0.171 0.375
0.080 0.406 -0.221
-0.024 -0.227 0.090
0.357 -0.201 0.043
0.046 0.263 -0.058
-0.066 0.055 0.223
-0.779 0.619 4.447
-0.306 0.270 -0.770
-0.405 -0.268 -0.476
-0.030 -1.044 -0.221
0.006 -0.189 -0.286
0.049 0.093 0.473
0.333 0.615 -0.009
-0.109 0.299 0.138
0.112 0.166 -0.367
0.266 -0.156 -0.155
-0.037 -0.022 0.484
0.329 -0.408 -0.226
0.503 -0.393 -0.135
0.182 0.104 0.617
0.248 0.379 -0.242
-0.168 -0.343 0.399
0.114 -0.639 -0.095
-0.544 -0.027 -0.427
0.117 -0.083 -0.547
-0.025 0.067 0.093
-0.295 0.111 0.070
0.036 1.723 0.572
0.500 -1.513 0.442
-0.126 0.200 -0.740
-0.535 0.697 -0.198
0.082 0.748 0.084
0.378 -0.501 0.042
0.164 0.148 -0.290
0.300 0.227 0.179
-0.578 -0.246 -0.443
0.045 0.199 0.231
-0.146 -0.204 -0.066
-0.286 -0.570 -0.272
-0.165 -0.347 0.173
0.162 -0.364 -0.874
-0.114 -0.062 -0.594
0.217 0.530 1.557

C20H28NO2STi | ωB97M-V with the def2-TZVPD basis set

Properties
2S+1: 3
charge: -1
⟨S²⟩: 2.01
HOMO-LUMO gap (alpha / beta): 2.5 / 5.6 eV

Positions of all 53 atoms, in Å:
O (0.4971, 0.3315, -7.8853)
C (0.3486, 1.6291, -8.5477)
C (0.1142, 1.0341, -9.9323)
H (1.2655, 2.2133, -8.4772)
H (-0.5073, 2.1790, -8.1592)
C (0.3200, -0.3173, -9.1800)
H (0.8921, 1.2547, -10.6609)
H (-0.8930, 1.1699, -10.3224)
C (1.5637, -1.0563, -9.6460)
H (2.4357, -0.3907, -9.6743)
H (1.3917, -1.4479, -10.6596)
H (1.7752, -1.9036, -8.9787)
C (-0.8954, -1.2275, -9.2083)
H (-1.8007, -0.6895, -8.9011)
H (-0.7346, -2.0833, -8.5373)
H (-1.0415, -1.6087, -10.2297)
Ti (-0.0359, -0.0003, 0.1199)
C (-2.1455, -0.5477, 1.1484)
C (-2.0379, 0.8781, 1.3013)
C (-1.9549, 1.4626, 0.0055)
H (-2.0701, 1.4308, 2.2353)
C (-2.0923, 0.4062, -0.9594)
C (-2.1387, -0.8420, -0.2525)
H (-2.2569, -1.8237, -0.7043)
H (-2.2497, -1.2708, 1.9564)
H (-1.8601, 2.5233, -0.2206)
H (-2.3127, 0.5337, -2.0185)
C (1.2176, -1.7681, 1.4636)
C (0.2741, -2.3708, 0.5964)
C (0.6003, -2.0004, -0.7482)
H (-0.4752, -3.1017, 0.8892)
C (1.7734, -1.1637, -0.6969)
C (2.1573, -1.0438, 0.6670)
H (3.0813, -0.5650, 0.9999)
H (1.2635, -1.8961, 2.5437)
H (0.1094, -2.3848, -1.6339)
H (2.3359, -0.7850, -1.5460)
O (0.2637, 0.5952, -1.9166)
C (-0.0304, -0.3047, -3.0874)
C (-0.2804, 0.6146, -4.2585)
H (-0.8905, -0.9595, -2.8816)
H (0.8613, -0.9151, -3.2723)
C (0.5814, 1.8338, -3.9230)
H (-1.3387, 0.8986, -4.2899)
H (-0.0189, 0.1592, -5.2173)
C (0.5482, 1.9609, -2.4073)
H (0.2545, 2.7434, -4.4266)
H (1.6083, 1.6152, -4.2427)
H (-0.2723, 2.6190, -2.0871)
H (1.5043, 2.2941, -1.9802)
S (0.3323, 0.4782, 4.6027)
C (0.4507, 0.7325, 3.0482)
N (0.5125, 0.8769, 1.8472)

Force components x, y, z for each atom (eV/Å):
-0.169 0.574 -1.157
0.035 0.059 0.374
0.150 -0.682 0.815
-0.044 0.105 0.226
0.118 0.096 0.230
-0.132 -0.261 -0.833
-0.195 0.027 -0.095
0.135 0.056 -0.132
0.062 -0.165 0.171
-0.178 -0.149 0.079
0.067 0.096 0.247
0.032 0.210 -0.150
0.045 -0.128 0.142
0.206 -0.125 -0.004
-0.139 0.201 -0.129
0.010 0.083 0.254
0.325 -1.390 0.681
-0.272 1.315 -0.287
-1.094 -0.889 -0.455
-0.420 -0.711 -0.379
0.321 -0.267 -0.208
-1.326 0.040 0.813
-0.956 0.922 -0.139
0.009 0.252 0.129
0.303 0.268 -0.253
-0.117 -0.281 0.115
0.475 -0.005 0.266
0.344 -0.500 -0.853
1.081 -0.162 0.064
0.694 -0.337 0.369
-0.050 0.440 -0.029
0.262 -0.989 0.282
0.056 -0.560 -0.272
-0.640 0.087 0.053
-0.184 0.268 -0.301
0.097 0.095 0.219
-0.154 -0.060 0.235
0.187 0.745 -3.307
0.357 0.732 0.515
-0.342 0.466 0.148
0.423 0.427 0.297
-0.124 0.049 0.246
0.591 -0.153 -0.374
0.080 -0.015 -0.005
-0.004 0.074 0.088
-0.607 -1.095 0.050
0.006 0.026 -0.001
-0.095 0.146 -0.008
0.239 -0.205 0.141
-0.364 -0.154 0.023
-0.127 -0.261 1.972
0.512 0.964 -5.547
0.513 0.726 5.678

C20H29B2CeF4N6O7 | ωB97M-V with the def2-TZVPD basis set

Properties
2S+1: 2
charge: +2
⟨S²⟩: 0.76
HOMO-LUMO gap (alpha / beta): 7.3 / 5.5 eV

Positions of all 69 atoms, in Å:
Ce (1.0865, 2.8854, -0.3749)
C (-2.5959, 1.0290, -2.3276)
C (-1.1884, 1.2034, -1.8878)
N (-0.7899, 1.3246, -0.6727)
O (-1.6900, 1.2351, 0.3394)
B (-1.0812, 1.7009, 1.6282)
F (-2.0077, 1.6909, 2.5970)
F (-0.5253, 3.0474, 1.3456)
O (0.0974, 0.9359, 2.1021)
N (1.2076, 1.1752, 1.3440)
C (2.3556, 1.0820, 1.9093)
C (2.6229, 0.7895, 3.3354)
C (3.4879, 1.2159, 0.9044)
N (3.0769, 1.5556, -0.2610)
O (3.9487, 1.5742, -1.2894)
B (3.3366, 2.1956, -2.4950)
F (2.6723, 3.4451, -1.9770)
F (4.2726, 2.4509, -3.4027)
O (2.2097, 1.4128, -3.0994)
N (1.0776, 1.5088, -2.3722)
C (-0.0469, 1.1766, -2.8869)
C (-0.2596, 0.7401, -4.2898)
C (4.9038, 0.9178, 1.2323)
H (-3.2790, 1.1619, -1.4940)
H (-2.7454, 0.0418, -2.7719)
H (-2.8246, 1.7638, -3.1022)
H (1.6931, 0.7214, 3.8917)
H (3.2386, 1.5939, 3.7459)
H (3.1833, -0.1413, 3.4477)
H (0.6736, 0.7743, -4.8431)
H (-0.9900, 1.3938, -4.7716)
H (-0.6597, -0.2759, -4.3218)
H (5.0683, 0.8869, 2.3050)
H (5.5457, 1.6704, 0.7745)
H (5.1911, -0.0466, 0.8056)
C (1.1501, 6.8119, 0.7069)
C (1.1454, 5.3990, 0.2913)
O (1.9273, 4.5245, 0.8271)
O (0.3721, 4.9540, -0.6381)
H (1.1846, 6.8745, 1.7935)
H (0.2912, 7.3366, 0.3022)
H (2.0677, 7.2720, 0.3302)
C (-4.7175, -4.8126, 1.3963)
C (-3.4576, -4.4803, 2.2165)
N (-2.5698, -3.6040, 1.4823)
C (-3.0608, -2.2800, 1.1381)
C (-3.3134, -2.1189, -0.3660)
C (-1.2072, -4.1708, 1.0845)
O (-1.0511, -5.3154, 1.3824)
C (-0.2416, -3.3680, 0.3051)
C (0.4903, -4.0673, -0.6624)
C (1.4927, -3.3941, -1.3353)
C (1.7413, -2.0694, -1.0013)
N (1.0697, -1.3955, -0.0648)
C (0.1034, -2.0490, 0.5742)
H (-5.3142, -5.4915, 2.0032)
H (-4.4507, -5.3227, 0.4720)
H (-5.3201, -3.9333, 1.1773)
H (-2.9161, -5.3751, 2.4898)
H (-3.7322, -3.9244, 3.1222)
H (-2.3337, -1.5490, 1.4889)
H (-3.9795, -2.1274, 1.6989)
H (-2.4181, -2.3107, -0.9546)
H (-3.6198, -1.0843, -0.5217)
H (-4.1130, -2.7803, -0.6949)
H (0.2720, -5.1062, -0.8701)
H (2.0810, -3.8892, -2.0951)
H (2.5212, -1.5131, -1.5139)
H (-0.3597, -1.4773, 1.3682)

Force components x, y, z for each atom (eV/Å):
-0.060 -0.607 -0.152
-0.025 -0.062 -0.037
0.339 -0.235 -0.098
-0.158 0.143 0.021
0.021 0.094 0.102
0.068 -0.226 0.237
-0.122 0.035 -0.207
-0.323 -0.147 -0.180
0.143 -0.018 -0.135
-0.203 0.189 0.632
0.382 -0.196 -0.648
-0.082 -0.049 0.063
-0.252 -0.034 0.270
0.093 -0.125 -0.134
0.019 0.147 0.057
0.142 -0.205 -0.119
0.057 -0.172 -0.015
-0.085 -0.015 -0.003
-0.016 0.202 -0.026
0.133 -0.019 -0.059
-0.213 -0.034 0.220
0.000 -0.030 -0.018
-0.007 -0.058 -0.061
0.012 0.023 0.008
0.011 0.029 0.004
-0.016 -0.022 0.015
0.014 0.020 0.007
-0.009 -0.045 0.034
-0.011 0.019 -0.033
0.009 0.014 -0.005
0.013 -0.025 -0.007
0.006 0.020 0.010
0.019 0.016 -0.003
0.023 -0.013 -0.008
-0.006 0.008 -0.008
0.059 0.111 0.041
0.010 -0.298 -0.185
0.076 0.822 0.308
-0.010 0.802 0.163
-0.014 -0.019 0.007
-0.028 -0.007 -0.008
-0.002 -0.026 -0.015
0.022 -0.069 0.082
0.081 0.200 -0.020
0.569 -0.120 -0.068
0.087 -0.155 0.002
-0.002 0.070 0.043
-0.852 -0.178 0.157
0.064 0.299 -0.141
0.107 -0.120 0.039
0.049 0.204 -0.008
-0.116 -0.147 0.044
0.028 0.230 -0.104
0.000 -0.411 -0.174
0.042 0.314 0.149
-0.022 0.009 -0.025
0.001 0.006 0.008
0.017 0.001 -0.001
0.048 -0.082 0.012
-0.074 -0.034 -0.034
0.068 0.073 -0.059
-0.017 0.016 -0.004
0.005 -0.003 0.014
-0.018 -0.068 -0.016
0.025 0.014 -0.021
-0.003 -0.011 0.017
0.005 0.018 0.009
-0.016 -0.045 0.005
-0.102 -0.022 0.063